P.
A single C9H8N2O2S molecule. Source: the Open Molecules 2025 dataset; level of theory: ωB97M-V/def2-TZVPD.

XYZ file:
```
22
Properties=species:S:1:pos:R:3:nbo_charge:R:1
C -0.49 -2.74 0.35 -0.256
C 0.47 -3.44 -0.32 -0.389
C -0.15 -1.38 0.47 0.017
C 1.09 -1.04 -0.13 -0.358
C 1.47 0.34 -0.07 0.655
C 0.59 2.44 -1.08 0.793
C -1.02 -0.28 1.11 -0.446
C -1.47 0.80 0.15 -0.562
C -0.99 2.09 0.78 0.176
N 1.24 1.17 -1.16 -0.673
N 0.05 2.76 0.23 -0.637
O 1.80 0.78 1.02 -0.519
O 0.54 3.21 -2.03 -0.529
S 1.69 -2.48 -0.98 0.481
H -1.48 -3.23 0.58 0.239
H 0.44 -4.41 -0.54 0.223
H -1.85 -0.66 1.77 0.241
H -0.27 0.24 1.85 0.261
H -0.98 0.74 -0.89 0.189
H -2.54 0.91 0.28 0.256
H 1.31 0.73 -2.07 0.423
H 0.55 3.46 0.67 0.414
```

For the HOMO energy, the calculation gives -0.3000 Ha. The molar mass comes out at 208.24 g/mol. As for the net charge: 0. Its multiplicity is 1.

Q.
A single C9H8N2O2S molecule. Source: the Open Molecules 2025 dataset; level of theory: ωB97M-V/def2-TZVPD.

XYZ file:
```
22
Properties=species:S:1:pos:R:3:nbo_charge:R:1
O -4.75 -0.82 0.08 -0.566
C -3.65 -0.33 0.02 0.679
N -2.49 -1.01 0.21 -0.615
C -1.27 -0.38 0.09 0.327
N -0.20 -1.03 0.18 -0.515
C 1.10 -0.57 0.11 0.166
C 1.50 0.72 0.43 -0.245
C 2.84 1.07 0.37 -0.276
C 3.79 0.13 -0.02 0.296
C 3.39 -1.17 -0.33 -0.261
C 2.07 -1.51 -0.26 -0.201
H 1.75 -2.52 -0.50 0.223
H 4.14 -1.88 -0.63 0.226
O 5.12 0.44 -0.10 -0.663
H 5.26 1.36 0.14 0.479
H 3.15 2.07 0.62 0.205
H 0.78 1.46 0.75 0.216
S -1.57 1.37 -0.20 0.216
C -3.36 1.13 -0.28 -0.634
H -3.73 1.39 -1.27 0.254
H -3.85 1.77 0.46 0.255
H -2.50 -2.00 0.39 0.433
```

For the HOMO energy, the calculation gives -0.2946 Ha. The SMILES is O=C1CS/C(=N\c2ccc(O)cc2)N1. The molar mass comes out at 208.24 g/mol. As for the net charge: 0. Its multiplicity is 1.

What is the stability order? It is Q, P, from most stable to least stable.

P.
A molecular structure, C46H36N5O12S3W. Source: the Open Molecules 2025 dataset; level of theory: ωB97M-V/def2-TZVPD.

XYZ file:
```
103
Properties=species:S:1:pos:R:3:lowdin_charge:R:1
W -0.17 0.01 -0.94 2.124
O 1.02 -0.93 0.16 -0.249
C 1.44 -2.03 0.83 -0.232
C 2.03 -3.06 0.13 0.012
C 2.56 -4.14 0.81 -0.064
C 2.54 -4.18 2.20 -0.094
C 1.98 -3.12 2.90 -0.047
C 1.41 -2.04 2.24 -0.129
C 0.86 -0.88 2.95 -0.071
N -0.09 -0.32 2.35 0.021
N -0.61 0.89 2.73 0.147
C -0.86 1.59 1.69 -0.334
O -0.53 1.20 0.45 -0.215
C -1.56 2.88 1.79 -0.149
C -2.73 3.06 1.07 -0.011
C -3.44 4.24 1.18 -0.076
C -2.97 5.26 2.00 -0.091
C -1.79 5.08 2.71 -0.081
C -1.09 3.89 2.62 -0.023
H 2.08 -2.99 -0.95 0.100
H 3.00 -4.96 0.25 0.106
H 2.96 -5.03 2.73 0.095
H 1.98 -3.13 3.99 0.108
H 1.31 -0.51 3.88 0.126
H -3.10 2.26 0.44 0.127
H -4.36 4.38 0.62 0.108
H -3.51 6.19 2.08 0.097
H -1.41 5.88 3.35 0.098
H -0.16 3.74 3.16 0.116
O -4.00 -1.70 0.22 -0.275
S -2.86 -1.83 -0.64 0.549
O -3.03 -1.58 -2.04 -0.275
O -1.71 -1.03 -0.03 -0.441
C -2.31 -3.52 -0.53 -0.210
C -2.92 -4.33 0.42 -0.047
C -2.61 -5.68 0.50 -0.073
C -1.68 -6.22 -0.37 -0.072
C -1.06 -5.42 -1.32 -0.051
C -1.37 -4.07 -1.41 -0.204
S -0.41 -3.11 -2.58 0.537
O -1.16 -2.80 -3.75 -0.260
O 0.81 -3.85 -2.76 -0.284
O -0.12 -1.92 -1.70 -0.483
H -3.65 -3.88 1.08 0.111
H -3.09 -6.30 1.25 0.102
H -1.43 -7.27 -0.31 0.102
H -0.30 -5.82 -1.98 0.112
S -0.17 0.50 -5.62 0.687
C -0.01 0.30 -4.06 -0.840
N 0.12 0.18 -2.89 -0.075
O 2.84 -0.51 -2.15 0.081
C 2.79 0.58 -1.64 -0.527
N 3.85 1.47 -1.51 0.157
C 3.38 2.77 -1.06 -0.272
C 1.95 2.41 -0.59 -0.406
O 1.27 3.16 0.08 0.109
N 1.65 1.15 -1.05 0.017
C 4.18 3.31 0.12 -0.151
C 5.14 2.54 0.77 -0.025
C 5.83 3.05 1.86 -0.089
C 5.56 4.33 2.32 -0.103
C 4.59 5.10 1.68 -0.078
C 3.91 4.59 0.59 -0.021
C 3.34 3.75 -2.22 -0.138
C 4.55 4.21 -2.73 -0.036
C 4.58 5.05 -3.83 -0.086
C 3.39 5.45 -4.43 -0.096
C 2.19 5.01 -3.92 -0.064
C 2.15 4.16 -2.81 0.004
H 4.55 1.40 -2.23 0.153
H 5.33 1.54 0.41 0.108
H 6.58 2.44 2.35 0.097
H 6.09 4.73 3.17 0.095
H 4.37 6.10 2.04 0.099
H 3.15 5.19 0.09 0.123
H 5.48 3.91 -2.25 0.119
H 5.53 5.40 -4.22 0.098
H 3.41 6.11 -5.29 0.097
H 1.25 5.31 -4.38 0.105
H 1.20 3.80 -2.44 0.087
C -6.16 5.60 -3.37 -0.056
C -5.00 4.70 -3.04 -0.269
C -3.85 5.20 -2.46 -0.023
C -2.77 4.39 -2.13 -0.186
C -1.55 5.06 -1.53 -0.025
C -2.87 3.01 -2.38 -0.040
C -4.03 2.48 -2.98 -0.173
C -4.18 1.02 -3.31 -0.025
C -5.07 3.34 -3.30 -0.013
C -1.73 2.13 -1.99 -0.535
O -0.57 2.54 -2.01 0.015
O -1.98 0.92 -1.58 -0.166
H -5.88 6.65 -3.29 0.070
H -7.00 5.43 -2.68 0.079
H -6.53 5.42 -4.38 0.076
H -3.78 6.27 -2.25 0.111
H -1.82 6.06 -1.19 0.078
H -0.76 5.15 -2.28 0.076
H -1.13 4.50 -0.70 0.071
H -3.28 0.59 -3.75 0.081
H -5.01 0.88 -4.00 0.080
H -4.37 0.42 -2.42 0.075
H -5.95 2.93 -3.78 0.115
```

For the HOMO energy, the calculation gives -0.2329 Ha. The molar mass comes out at 1130.86 g/mol. As for the net charge: -1. Its multiplicity is 1.

Q.
A molecular structure, C46H36N5O12S3W. Source: the Open Molecules 2025 dataset; level of theory: ωB97M-V/def2-TZVPD.

XYZ file:
```
103
Properties=species:S:1:pos:R:3:lowdin_charge:R:1
W -0.49 -0.69 -0.82 2.102
O 1.37 -1.15 -1.50 -0.255
C 2.61 -1.02 -1.08 -0.320
C 3.56 -2.03 -1.34 0.026
C 4.87 -1.84 -0.96 -0.077
C 5.28 -0.66 -0.31 -0.093
C 4.37 0.33 -0.06 -0.025
C 3.03 0.17 -0.44 -0.177
C 2.07 1.21 -0.25 -0.065
N 0.79 1.14 -0.50 -0.054
N 0.15 2.35 -0.27 0.114
C -1.08 2.27 -0.68 -0.400
O -1.53 1.20 -1.26 -0.198
C -1.96 3.44 -0.40 -0.049
C -1.46 4.42 0.47 -0.015
C -2.19 5.53 0.82 -0.091
C -3.47 5.70 0.30 -0.091
C -3.99 4.75 -0.56 -0.025
C -3.24 3.63 -0.91 -0.248
H 3.23 -2.93 -1.82 0.127
H 5.58 -2.63 -1.14 0.104
H 6.31 -0.54 -0.02 0.096
H 4.66 1.25 0.43 0.116
H 2.42 2.18 0.10 0.150
H -0.47 4.26 0.87 0.111
H -1.78 6.26 1.50 0.096
H -4.06 6.56 0.56 0.099
H -4.98 4.87 -0.97 0.111
H -4.66 2.99 -2.01 0.116
O -3.77 2.71 -1.76 0.027
S -3.68 -0.31 -1.57 0.929
O -4.65 -1.32 -1.99 -0.423
O -2.39 -1.08 -1.05 -0.623
C -4.31 0.20 0.08 -0.263
C -5.57 0.77 -0.03 -0.098
C -6.28 1.19 1.08 -0.072
C -5.73 1.03 2.34 -0.069
C -4.48 0.45 2.47 -0.052
C -3.76 0.03 1.35 -0.201
S -2.14 -0.65 1.73 0.567
O -1.94 -0.44 3.14 -0.269
O -1.99 -2.00 1.27 -0.293
O -1.22 0.23 0.90 -0.441
H -6.01 0.85 -1.01 0.105
H -7.26 1.63 0.96 0.103
H -6.27 1.35 3.22 0.103
H -4.03 0.32 3.44 0.106
S -1.50 -5.08 -2.23 0.649
C -0.99 -3.66 -1.75 -0.842
N -0.56 -2.61 -1.40 -0.077
O 1.28 0.49 2.20 0.072
C 1.37 -0.69 1.95 -0.542
N 2.17 -1.53 2.68 0.165
C 1.89 -2.91 2.40 -0.271
C 0.92 -2.75 1.20 -0.417
O 0.47 -3.70 0.61 0.088
N 0.69 -1.42 0.97 0.050
C 3.11 -3.70 1.98 -0.159
C 4.39 -3.19 2.13 -0.039
C 5.50 -3.95 1.78 -0.099
C 5.34 -5.21 1.25 -0.102
C 4.06 -5.72 1.07 -0.073
C 2.95 -4.98 1.44 -0.024
C 1.17 -3.56 3.58 -0.117
C -0.13 -3.17 3.88 0.004
C -0.78 -3.67 4.99 -0.060
C -0.14 -4.58 5.82 -0.099
C 1.15 -4.98 5.53 -0.090
C 1.81 -4.47 4.41 -0.024
H 2.42 -1.22 3.60 0.163
H 4.52 -2.19 2.51 0.106
H 6.49 -3.53 1.91 0.099
H 6.20 -5.80 0.96 0.094
H 3.92 -6.71 0.65 0.101
H 1.96 -5.37 1.31 0.122
H -0.65 -2.46 3.24 0.084
H -1.79 -3.35 5.19 0.106
H -0.65 -4.97 6.69 0.095
H 1.66 -5.69 6.17 0.096
H 2.81 -4.80 4.19 0.112
C 0.32 5.98 -3.00 -0.050
C 0.17 4.52 -3.31 -0.269
C 1.23 3.64 -3.12 -0.010
C 1.08 2.27 -3.34 -0.205
C 2.26 1.35 -3.25 -0.015
C -0.17 1.78 -3.71 -0.071
C -1.22 2.65 -4.00 -0.205
C -2.50 2.14 -4.58 -0.026
C -1.03 4.01 -3.78 -0.010
C -0.39 0.30 -3.89 -0.507
O -0.45 -0.21 -4.99 0.122
O -0.49 -0.40 -2.78 -0.181
H 1.32 6.21 -2.65 0.070
H -0.39 6.28 -2.23 0.072
H 0.12 6.59 -3.88 0.075
H 2.19 4.02 -2.79 0.113
H 3.06 1.79 -2.66 0.082
H 2.65 1.16 -4.26 0.103
H 1.99 0.38 -2.82 0.060
H -2.76 1.17 -4.18 0.073
H -2.40 2.04 -5.66 0.094
H -3.31 2.83 -4.37 0.066
H -1.86 4.69 -3.97 0.120
```

For the HOMO energy, the calculation gives -0.2140 Ha. The molar mass comes out at 1130.86 g/mol. As for the net charge: -1. Its multiplicity is 1.

What is the stability order? It is P, Q, from most stable to least stable.